The ion C4H11NO with charge +1 in a non-equilibrium geometry, computed with ωB97M-V/def2-TZVPD.

Geometry as XYZ:
```
17
C4H11NO ωB97M-V/def2-TZVPD
C 1.29 -1.19 -0.16
C 0.75 0.20 0.49
C 1.12 1.32 -0.38
N -0.65 0.18 0.75
C -1.60 -0.46 -0.17
O -2.97 -0.05 0.00
H 0.64 -1.27 -1.08
H 1.23 -2.10 0.47
H 2.27 -1.06 -0.56
H 1.14 0.33 1.47
H 0.37 2.09 -0.47
H 1.30 0.98 -1.38
H 1.92 1.84 -0.04
H -1.06 0.19 1.69
H -1.50 -1.49 -0.10
H -1.28 -0.13 -1.22
H -2.97 0.62 0.69
```

Summary:
DFT total energy in a.u.: -288.6355
Frontier orbital gap (alpha / beta) in eV: 12.51 / 7.74
2S+1: 2
Total charge: +1
HOMO level (alpha / beta) in eV: -15.90 / -15.94

Charges in e, computed with Löwdin, in the same order as the atoms: 0.026, -0.358, -0.027, 0.207, -0.158, 0.019, 0.092, 0.101, 0.081, 0.143, 0.107, 0.100, 0.070, 0.191, 0.129, 0.181, 0.096

A cluster of 2 separate species, C4H11NO2 in total in a non-equilibrium geometry, computed with ωB97M-V/def2-TZVPD.

Geometry as XYZ:
```
18
C4H11NO2 ωB97M-V/def2-TZVPD
C -1.27 -0.41 -1.84
C -0.62 -0.65 -0.53
N 0.81 -0.51 -0.45
C 1.31 -0.76 0.88
C 1.42 0.59 -1.15
O -1.34 -0.79 0.54
H -0.68 -0.01 -2.68
H -1.78 -1.29 -2.33
H -2.16 0.26 -1.78
H 2.37 -1.03 0.87
H 0.85 -1.65 1.32
H 1.12 0.06 1.57
H 2.39 0.88 -0.71
H 1.70 0.26 -2.16
H 0.79 1.50 -1.15
H -1.20 2.28 1.66
H -0.75 1.00 2.19
O -0.47 1.94 2.20
```

Summary:
DFT total energy in a.u.: -364.1786
Frontier orbital gap (alpha / beta) in eV: 3.17 / 7.63
2S+1: 2
Total charge: -1
HOMO level (alpha / beta) in eV: 0.96 / -3.61

Charges in e, computed with Löwdin, in the same order as the atoms: -0.141, -0.598, -0.223, -0.138, -0.144, -0.199, 0.038, 0.049, 0.036, 0.065, 0.073, 0.056, 0.063, 0.061, 0.083, 0.025, 0.014, -0.118

An isolated molecule of C4H11NO2 in a non-equilibrium geometry, computed with ωB97M-V/def2-TZVPD.

Geometry as XYZ:
```
18
C4H11NO2 ωB97M-V/def2-TZVPD
O -1.48 0.59 -1.41
C -0.48 -0.41 -1.57
C 0.90 0.25 -1.34
C 1.26 0.87 0.01
N 0.67 0.07 1.21
C -0.41 -0.82 1.80
O -1.77 -0.79 1.37
H -2.15 0.59 -0.73
H -0.44 -0.69 -2.65
H -0.62 -1.20 -0.84
H 1.77 -0.40 -1.57
H 1.01 0.90 -2.22
H 2.31 1.10 0.13
H 0.71 1.80 0.20
H 1.17 0.54 1.96
H -0.11 -1.83 1.57
H -0.42 -0.70 2.92
H -1.91 0.14 1.17
```

Summary:
SMILES: OCCCNCO
DFT total energy in a.u.: -364.1402
Frontier orbital gap in eV: 9.16
2S+1: 1
Total charge: 0
HOMO level in eV: -8.44

Charges in e, computed with Löwdin, in the same order as the atoms: -0.076, -0.237, -0.192, -0.172, -0.046, -0.257, -0.078, 0.068, 0.122, 0.098, 0.110, 0.109, 0.104, 0.095, 0.070, 0.089, 0.127, 0.066

Q: Among the records above, which one has the lowest DFT total energy?
A: number 2